Entry 1:
15
Properties=species:S:1:pos:R:3:mulliken_charge:R:1 method="wB97M-V/def2-TZVPD" homo_lumo_gap_ev=10.3 smiles=N#C[C@H](Cl)CN1CC1 spin_multiplicity=1 lumo_energy_ev=0.528 energy_ha=-764.25532 de_lowest_kcal_mol=111.2 homo_ev=-9.74
Cl -1.520 1.709 -0.034 -0.182
N 1.025 -0.207 0.579 -0.252
N -3.933 -0.690 -0.563 -0.452
C -2.937 -0.379 0.104 0.162
C 1.392 0.980 -0.095 -0.253
C -1.555 0.056 0.766 0.239
C -0.343 -0.620 0.168 -1.020
C 2.204 -0.360 -0.449 -0.456
H -1.657 -0.075 1.801 0.465
H 0.798 1.497 -0.844 0.254
H 3.157 -0.781 0.007 0.255
H -0.265 -1.707 0.620 0.299
H -0.543 -0.403 -0.870 0.563
H 2.041 1.807 0.394 0.203
H 2.137 -0.826 -1.584 0.175

Entry 2:
13
Properties=species:S:1:pos:R:3:mulliken_charge:R:1 method="wB97M-V/def2-TZVPD" homo_lumo_gap_ev=10.5 smiles="C[C@@H](O)C(N)=O" spin_multiplicity=1 lumo_energy_ev=0.719 energy_ha=-323.73643 de_lowest_kcal_mol=27.9 homo_ev=-9.73
O 0.816 1.838 0.364 -0.620
O -0.041 -1.572 0.353 -0.600
N 1.962 0.113 -0.610 -0.386
C -1.586 0.155 -0.380 -1.332
C 0.885 0.680 -0.023 0.253
C -0.305 -0.155 0.381 0.554
H -1.567 -0.215 -1.414 0.394
H -2.447 -0.297 0.126 0.310
H 1.969 -0.886 -0.730 0.243
H -1.728 1.235 -0.405 0.366
H -0.500 -1.954 -0.426 0.330
H 2.844 0.601 -0.520 0.251
H -0.299 0.507 1.308 0.237